{
  "formula": "C43H55BN9O4V",
  "method": "wB97M-V/def2-TZVPD",
  "molar_mass_g_mol": 823.7,
  "multiplicity": 4,
  "total_charge": -1,
  "e_above_lowest_ev": 1.3762,
  "lumo_energy_ev": [1.938, 1.775],
  "s_squared": 3.7673,
  "homo_energy_ha": [-0.146, -0.190],
  "species": ["V", "C", "C", "C", "C", "C", "C", "N", "N", "B", "N", "C", "C", "C", "N", "C", "C", "C", "N", "C", "C", "C", "N", "C", "C", "C", "H", "H", "H", "H", "H", "H", "H", "H", "H", "H", "H", "H", "H", "H", "H", "H", "H", "H", "H", "H", "H", "H", "H", "H", "H", "H", "H", "H", "O", "C", "O", "C", "C", "C", "C", "C", "N", "C", "O", "O", "H", "H", "H", "C", "C", "C", "C", "C", "C", "C", "N", "C", "C", "C", "C", "C", "C", "C", "N", "C", "C", "C", "C", "H", "H", "H", "H", "H", "H", "H", "H", "H", "H", "H", "H", "H", "H", "H", "H", "H", "H", "H", "H", "H", "H", "H", "H"],
  "xyz": [[-0.41206, -0.91205, -0.11007], [-1.07605, 1.00280, -4.66875], [-0.07977, 0.80698, -3.51684], [1.23598, 1.52618, -3.83109], [0.09984, -0.66819, -3.26244], [0.64171, -1.61380, -4.14388], [0.39608, -2.84057, -3.55483], [-0.27728, -2.63480, -2.42672], [-0.44858, -1.29647, -2.20479], [-1.05956, -3.72393, -1.61428], [-0.25077, -4.43549, -0.50700], [0.35058, -5.64403, -0.58639], [0.79164, -5.97999, 0.67214], [0.39442, -4.88921, 1.48320], [-0.24096, -3.98186, 0.76750], [0.55172, -4.73647, 2.97391], [2.02562, -4.61179, 3.37468], [-0.26065, -3.55606, 3.50836], [-2.32419, -3.05712, -0.98339], [-3.54246, -3.59637, -1.09979], [-4.36303, -3.02221, -0.16251], [-3.54749, -2.11366, 0.54315], [-2.30393, -2.12116, 0.03180], [-4.08941, -1.36636, 1.74644], [-5.29159, -0.49217, 1.35502], [-3.09768, -0.56500, 2.57691], [-1.29898, 2.06711, -4.80830], [-2.01441, 0.47285, -4.46849], [-0.66009, 0.61150, -5.60519], [-0.52190, 1.24787, -2.62862], [1.73702, 1.05455, -4.68712], [1.92591, 1.50061, -2.98525], [1.04380, 2.57539, -4.08547], [1.15885, -1.43090, -5.07653], [0.65518, -3.84149, -3.87250], [-1.43380, -4.56071, -2.40691], [0.44262, -6.15843, -1.53447], [1.33871, -6.86592, 0.96860], [0.15724, -5.65327, 3.42205], [2.42190, -3.63854, 3.06133], [2.63464, -5.38690, 2.89920], [2.14030, -4.69528, 4.46201], [0.09308, -2.61848, 3.06885], [-0.16986, -3.48615, 4.59686], [-1.31777, -3.65676, 3.24606], [-3.73471, -4.36629, -1.83304], [-5.40332, -3.24937, 0.02550], [-4.47761, -2.15702, 2.39181], [-4.95382, 0.40215, 0.81802], [-5.81955, -0.16078, 2.25664], [-6.00393, -1.02741, 0.71721], [-2.73565, 0.31442, 2.04388], [-2.22456, -1.15294, 2.84713], [-3.58858, -0.22699, 3.49534], [3.95902, -4.44372, -0.14651], [3.19453, -3.46027, -0.24430], [2.51512, -3.06333, -1.23052], [3.02343, -2.64749, 1.05623], [4.07183, -2.70412, 1.96987], [4.04047, -1.91041, 3.10196], [2.94137, -1.09299, 3.31485], [1.92161, -1.11229, 2.38129], [1.94823, -1.85875, 1.26504], [0.71047, -0.21953, 2.59529], [0.72267, 0.58878, 3.51343], [-0.27088, -0.39984, 1.76609], [4.89206, -3.37696, 1.74946], [4.86149, -1.92619, 3.81334], [2.84180, -0.44610, 4.17714], [5.05318, 2.99499, 1.05534], [4.18954, 3.38118, -0.15440], [3.63932, 4.79173, 0.06289], [5.05520, 3.39351, -1.42467], [3.07637, 2.34264, -0.29491], [3.37211, 1.04206, -0.71656], [2.38181, 0.09400, -0.78765], [1.10148, 0.36844, -0.44534], [0.78142, 1.63517, -0.11809], [1.75140, 2.62761, -0.02152], [-0.67052, 1.86737, -0.08528], [-1.26009, 3.12094, 0.00552], [-2.60641, 3.30007, -0.25790], [-3.31786, 2.16427, -0.65682], [-2.70115, 0.93933, -0.68862], [-1.40721, 0.75520, -0.36633], [-3.24813, 4.68573, -0.21144], [-2.89611, 5.42944, -1.50974], [-4.77347, 4.58222, -0.09492], [-2.72683, 5.48792, 0.98881], [5.87626, 3.70961, 1.17871], [5.47885, 1.99495, 0.92755], [4.45475, 2.98889, 1.97259], [4.47079, 5.50235, 0.11530], [3.07697, 4.86893, 1.00099], [2.98400, 5.09358, -0.76182], [5.79042, 4.20456, -1.36384], [4.43735, 3.55216, -2.31621], [5.60314, 2.45652, -1.55577], [4.38329, 0.74504, -0.97365], [2.57221, -0.93636, -1.09836], [1.44738, 3.62237, 0.27889], [-0.63203, 3.96750, 0.26264], [-4.36368, 2.22019, -0.92821], [-3.24632, 0.04852, -0.96880], [-3.25600, 4.87351, -2.38219], [-1.81160, 5.54740, -1.60943], [-3.35672, 6.42497, -1.51835], [-5.22248, 4.13260, -0.98602], [-5.19875, 5.58288, 0.01764], [-5.06493, 3.98505, 0.77631], [-1.66150, 5.72265, 0.89885], [-2.87370, 4.93371, 1.92253], [-3.26784, 6.43782, 1.06069]],
  "lowdin_charge": [0.858, -0.066, -0.360, -0.051, -0.266, -0.010, -0.072, -0.011, 0.038, -0.499, -0.032, -0.086, -0.023, -0.288, 0.132, -0.349, -0.055, -0.065, -0.016, -0.082, -0.033, -0.259, 0.069, -0.353, -0.068, -0.057, 0.072, 0.082, 0.078, 0.105, 0.081, 0.055, 0.077, 0.101, 0.131, 0.114, 0.115, 0.097, 0.126, 0.032, 0.086, 0.079, 0.048, 0.079, 0.075, 0.116, 0.098, 0.133, 0.055, 0.077, 0.067, 0.067, 0.065, 0.083, -0.045, -0.648, -0.056, -0.182, -0.043, -0.071, -0.014, -0.206, 0.174, -0.576, 0.038, -0.178, 0.116, 0.102, 0.112, -0.039, -0.558, -0.071, -0.051, -0.155, 0.005, -0.064, 0.020, -0.178, 0.056, -0.165, 0.056, -0.153, -0.006, -0.088, -0.008, -0.559, -0.043, -0.065, -0.054, 0.085, 0.086, 0.094, 0.083, 0.086, 0.089, 0.083, 0.091, 0.077, 0.121, 0.105, 0.101, 0.112, 0.106, 0.119, 0.089, 0.085, 0.085, 0.078, 0.082, 0.095, 0.075, 0.098, 0.083]
}

{
  "formula": "C43H55ClInN10",
  "method": "wB97M-V/def2-TZVPD",
  "molar_mass_g_mol": 862.3,
  "multiplicity": 1,
  "total_charge": -1,
  "lumo_energy_ev": 1.926,
  "homo_energy_ha": -0.152,
  "species": ["C", "C", "C", "In", "C", "C", "C", "Cl", "C", "C", "N", "N", "N", "H", "H", "H", "H", "H", "H", "H", "H", "H", "H", "H", "H", "H", "H", "H", "H", "H", "H", "H", "H", "N", "C", "C", "C", "C", "C", "H", "H", "H", "H", "H", "N", "C", "C", "C", "C", "C", "H", "H", "H", "H", "H", "N", "C", "C", "C", "C", "C", "H", "H", "H", "H", "H", "N", "C", "C", "C", "C", "C", "H", "H", "H", "H", "H", "N", "C", "C", "C", "C", "C", "H", "H", "H", "H", "H", "N", "C", "C", "C", "C", "C", "H", "H", "H", "H", "H", "N", "C", "C", "C", "C", "C", "H", "H", "H", "H", "H"],
  "xyz": [[-5.04712, -0.65625, -6.23569], [-3.87671, 0.08094, -6.49390], [-2.52990, -0.26420, -5.73474], [-2.80747, 0.26535, -3.51003], [-1.15984, 1.72501, -3.01848], [-0.19701, 1.03635, -1.90602], [1.29812, 0.84607, -2.42373], [2.11052, -0.45566, -1.37123], [-4.89646, 1.08813, -3.31884], [-5.09973, 2.17020, -2.15260], [-6.47316, 1.91179, -1.58205], [-5.17173, 3.52166, -2.75935], [-4.15398, 2.05741, -1.01852], [-5.02117, -1.68956, -5.77817], [-6.08115, -0.24472, -6.46159], [-3.96841, 0.90072, -7.26751], [-2.27894, -1.35735, -5.88697], [-1.74080, 0.44056, -6.17113], [-2.68090, -1.31494, -2.63489], [-1.49311, 2.71269, -2.57981], [-0.48366, 1.85878, -3.93415], [-0.55931, 0.00869, -1.59354], [-0.14526, 1.67824, -0.97134], [1.94629, 1.78481, -2.28858], [1.37969, 0.47602, -3.48586], [-5.63557, 0.23937, -3.13738], [-5.15650, 1.60764, -4.29934], [-6.42718, 1.01413, -1.07779], [-6.68283, 2.66836, -0.91438], [-6.11259, 3.55311, -3.18510], [-4.54410, 3.60035, -3.57368], [-4.22652, 1.16588, -0.52984], [-3.19287, 2.29677, -1.27003], [-0.76175, 2.03121, 1.52038], [-1.61425, 2.78594, 2.22833], [-1.52071, 2.97288, 3.59919], [-0.48838, 2.34053, 4.27899], [0.40410, 1.55335, 3.56733], [0.22532, 1.43354, 2.19973], [-2.40485, 3.25591, 1.65167], [-2.23613, 3.59606, 4.12122], [-0.38004, 2.45994, 5.35158], [1.22099, 1.04470, 4.06363], [0.90008, 0.83105, 1.59829], [3.84170, 1.93956, 3.20368], [4.25679, 1.67572, 1.95614], [5.10858, 2.49807, 1.23657], [5.55660, 3.66426, 1.83735], [5.14058, 3.96190, 3.12669], [4.29006, 3.07207, 3.76216], [3.87680, 0.75436, 1.52724], [5.41257, 2.23288, 0.23213], [6.22313, 4.33484, 1.30660], [5.46944, 4.86405, 3.62677], [3.93943, 3.25945, 4.77204], [3.04516, 4.25670, -2.64934], [4.31098, 4.66049, -2.82486], [4.67613, 5.72967, -3.62679], [3.67551, 6.42239, -4.29169], [2.35757, 6.02402, -4.12925], [2.09679, 4.94350, -3.30145], [5.05793, 4.08547, -2.28719], [5.71613, 6.01281, -3.72916], [3.92049, 7.26409, -4.92980], [1.55058, 6.54040, -4.63290], [1.08126, 4.59600, -3.13963], [-0.68700, -4.42219, 4.23612], [0.33604, -3.57497, 4.05256], [0.18353, -2.24812, 3.68768], [-1.10101, -1.76516, 3.49611], [-2.17874, -2.61917, 3.67727], [-1.91991, -3.92973, 4.04673], [1.32194, -4.00061, 4.21011], [1.04739, -1.60880, 3.55550], [-1.26140, -0.73241, 3.20790], [-3.19536, -2.27568, 3.53520], [-2.72890, -4.63600, 4.20335], [-0.75331, -7.62278, 1.23224], [-0.33548, -7.87801, -0.01662], [0.51256, -7.04746, -0.73173], [0.95453, -5.88189, -0.12398], [0.53722, -5.59308, 1.16581], [-0.30956, -6.48932, 1.79774], [-0.71049, -8.79925, -0.45026], [0.81898, -7.30577, -1.73829], [1.61792, -5.20488, -0.65020], [0.86165, -4.69209, 1.66968], [-0.66041, -6.30725, 2.80666], [1.23256, -6.48753, -4.38490], [1.64584, -6.74839, -5.63281], [2.49214, -5.92177, -6.35359], [2.93644, -4.75332, -5.75279], [2.52240, -4.45866, -4.46297], [1.67734, -5.35316, -3.82630], [1.26912, -7.67148, -6.06085], [2.79555, -6.18464, -7.35902], [3.59862, -4.07940, -6.28445], [2.84813, -3.55553, -3.96264], [1.32890, -5.16855, -2.81651], [0.30222, 1.64982, 7.33231], [-0.75748, 0.90270, 7.67217], [-1.02733, 0.49004, 8.96697], [-0.14964, 0.86719, 9.97169], [0.95597, 1.63880, 9.64686], [1.13433, 2.00242, 8.32210], [-1.41296, 0.63023, 6.85100], [-1.90104, -0.11108, 9.18341], [-0.32524, 0.56322, 10.99742], [1.66275, 1.95125, 10.40493], [1.98198, 2.60832, 8.01901]],
  "lowdin_charge": [-0.113, -0.301, -0.318, 0.595, -0.303, -0.381, -0.546, 0.393, -0.245, -0.722, 0.018, 0.033, 0.044, 0.053, 0.041, 0.079, 0.027, 0.015, -0.089, 0.015, 0.025, 0.046, 0.072, 0.056, 0.070, 0.037, 0.026, 0.060, 0.059, 0.067, 0.062, 0.067, 0.032, 0.069, -0.148, -0.076, -0.090, -0.096, -0.162, 0.100, 0.096, 0.062, 0.089, 0.095, 0.060, -0.142, -0.069, -0.085, -0.082, -0.156, 0.097, 0.100, 0.102, 0.097, 0.098, 0.061, -0.156, -0.085, -0.090, -0.072, -0.137, 0.095, 0.096, 0.101, 0.102, 0.106, 0.040, -0.173, -0.066, -0.063, -0.062, -0.152, 0.105, 0.098, 0.094, 0.103, 0.104, 0.048, -0.159, -0.076, -0.081, -0.064, -0.152, 0.098, 0.082, 0.093, 0.084, 0.076, 0.057, -0.158, -0.083, -0.082, -0.060, -0.139, 0.099, 0.097, 0.104, 0.104, 0.080, 0.051, -0.140, -0.070, -0.084, -0.078, -0.143, 0.106, 0.102, 0.104, 0.099, 0.103]
}